Entry 1:
Computed, not measured: C20H17CoI4N4OS as an isolated structure, with ωB97M-V/def2-TZVPD.

Geometry as XYZ:
```
48
Properties=species:S:1:pos:R:3:forces:R:3
Co -0.628853 0.957580 0.077628 0.17 -0.29 0.17
I 4.249179 3.143805 -5.198057 0.14 0.02 -0.11
C 2.704015 2.880829 -3.842413 -0.18 -0.01 0.07
C 1.389200 3.049975 -4.252447 0.07 -0.03 0.09
C 0.357124 2.868646 -3.340182 0.19 0.10 -0.22
I -1.605423 3.072007 -3.979956 -0.17 0.00 0.02
C 0.615352 2.533875 -2.011572 -0.39 -0.04 0.45
O -0.384409 2.363210 -1.140501 0.23 0.26 -0.42
C 1.945499 2.335178 -1.619061 0.30 0.08 -0.11
C 2.250400 1.911780 -0.213855 -0.04 -0.03 0.09
N 1.558714 0.642443 0.123153 -0.04 -0.17 -0.09
C 1.976387 0.089882 1.416247 0.09 0.03 0.08
C 0.832172 -0.083105 2.385147 -0.08 0.09 -0.03
C 0.988980 -0.766037 3.580836 0.05 0.04 -0.02
C -0.053261 -0.781229 4.488819 0.02 -0.04 0.06
C -1.226417 -0.102100 4.192266 -0.03 0.03 -0.06
C -1.320305 0.529961 2.972178 0.09 0.00 0.00
N -0.318641 0.523925 2.078393 -0.15 0.05 -0.06
C 2.977398 2.517882 -2.531049 -0.13 -0.06 0.04
H 1.163708 3.317630 -5.275188 0.00 0.00 -0.01
H 1.918094 2.663123 0.507895 -0.05 0.01 -0.02
H 3.331706 1.792944 -0.096261 -0.01 0.03 0.00
H 1.754645 -0.026373 -0.616836 0.06 0.07 0.05
H 2.679697 0.784304 1.887852 0.02 -0.05 -0.01
H 2.516035 -0.852047 1.299899 -0.07 -0.01 -0.03
H 1.925006 -1.263607 3.795998 0.00 -0.01 0.01
H 0.052235 -1.309676 5.426729 0.00 0.00 0.01
H -2.055496 -0.069390 4.882959 -0.01 -0.01 0.02
H -2.215408 1.062437 2.676057 -0.04 -0.01 0.03
H 4.000312 2.368145 -2.210384 0.03 0.00 -0.01
I -3.115144 2.243238 -0.337051 -0.08 0.00 0.06
I -5.017030 1.435136 1.340726 -0.05 0.00 0.01
N 0.477739 -0.557077 -2.643069 -0.03 -0.12 0.00
C -0.216465 -1.372133 -1.813708 -0.01 0.22 -0.03
N -0.929968 -0.930589 -0.807974 0.12 -0.14 0.04
C -1.539334 -2.001992 -0.133652 -0.01 0.30 -0.10
C -2.456244 -1.881733 0.902897 0.03 -0.13 0.01
C -2.979174 -3.036143 1.456545 -0.01 0.00 0.00
C -2.607019 -4.295446 0.983034 -0.01 0.01 0.01
C -1.718123 -4.422939 -0.069460 0.01 0.06 0.03
C -1.197031 -3.260141 -0.620889 -0.03 -0.14 0.03
S -0.128646 -3.092953 -1.987574 -0.02 -0.10 -0.07
H 0.177386 0.407151 -2.706955 0.01 0.01 -0.01
H 0.835192 -0.940775 -3.503524 0.02 -0.02 0.04
H -2.779772 -0.907985 1.242859 -0.02 0.04 0.01
H -3.702090 -2.961089 2.257582 -0.01 0.00 0.01
H -3.033392 -5.183445 1.427984 0.00 0.00 0.01
H -1.448541 -5.397089 -0.452052 0.01 -0.01 -0.02
```
Positions in Å, forces in eV/Å.

Its relative energy (zero: lowest compared OMol25 entry of this formula, charge and spin) is 0.0 kcal per mole. The multiplicity is 4. Its total charge is +1. The calculation puts the LUMO energy (spin up / spin down) at -4.0532 / -4.0572 eV. As for the frontier orbital gap (spin up / spin down): 6.448 / 6.507 eV.

Löwdin atomic charge list, values in e, 4 entries: number 1, Co, carries 0.5211; number 2, I, carries 0.9131; number 3, C, carries -0.7527; number 4, C, carries -0.2187

Entry 2:
Computed, not measured: C6H20N10O8Zn as an isolated structure at a distorted geometry, with ωB97M-V/def2-TZVPD.

Geometry as XYZ:
```
45
Properties=species:S:1:pos:R:3:forces:R:3
Zn 7.958140 -0.595610 -9.478380 -0.57 2.20 2.30
C 7.318250 0.730660 -6.657330 -0.48 0.90 0.70
O 7.357430 1.951060 -6.567470 0.60 5.54 -1.33
O 7.835450 0.132440 -7.628340 2.99 -2.86 -5.55
O 6.789260 0.097080 -5.793600 -2.74 -4.17 4.35
C 8.462550 -3.644040 -8.837130 0.80 1.61 2.77
O 8.366560 -2.443050 -9.024320 0.60 -1.24 0.31
N 8.861780 -4.240130 -7.677980 0.56 0.70 0.86
N 8.171840 -4.554980 -9.705910 -1.22 -2.60 -3.35
H 9.292590 -3.675510 -6.959850 -0.28 -0.04 -0.04
H 8.942830 -5.245670 -7.628780 0.08 0.47 0.23
H 7.817170 -4.296160 -10.615480 0.29 -0.22 0.15
H 8.372730 -5.511110 -9.449860 -0.35 0.18 -0.74
C 8.193950 -1.593540 -12.540480 0.85 0.77 2.82
O 7.819260 -1.266390 -11.450010 -1.87 0.89 1.38
N 9.292670 -1.145830 -13.044290 3.50 1.56 -2.23
N 7.650880 -2.566920 -13.178100 -2.88 -3.84 -2.78
H 9.746560 -1.749370 -13.714980 0.36 0.74 0.00
H 9.779810 -0.401980 -12.565250 0.09 -0.50 -0.20
H 7.971170 -2.808660 -14.104960 -0.40 0.12 0.08
H 6.669460 -2.696130 -12.977560 0.13 -0.29 -0.09
C 7.281260 2.476140 -10.360550 1.43 -2.46 1.70
O 7.378690 1.240720 -10.263740 -0.71 0.34 -1.56
N 7.211660 3.252330 -9.365030 -1.31 0.74 4.98
N 7.446570 3.154900 -11.413610 0.87 1.28 -7.83
H 7.352230 4.251820 -9.328150 -0.27 -0.62 0.19
H 7.012690 2.617230 -8.605320 0.37 0.84 2.71
H 7.428130 4.162700 -11.477520 -0.12 -0.54 0.03
H 7.614260 2.583650 -12.229480 0.01 0.65 -0.31
C 10.825390 0.448970 -10.644420 -3.15 -0.65 3.77
O 10.007730 -0.218390 -10.005720 -0.28 0.37 -0.18
N 11.010870 1.733200 -10.631940 -1.06 4.60 1.21
N 11.697380 -0.111390 -11.357970 3.95 -3.06 -3.86
H 10.528040 2.261840 -9.919540 -0.10 0.06 -0.09
H 11.814530 2.176190 -11.053820 -0.35 -0.11 0.21
H 12.418830 0.538120 -11.636770 0.58 -1.48 -0.53
H 11.680560 -1.121220 -11.350460 0.76 0.24 -0.25
C 4.941790 -1.585380 -9.952270 0.16 4.05 1.69
O 5.932660 -1.033670 -9.595650 1.89 1.70 0.45
N 4.875500 -2.796460 -10.269900 -0.56 -7.20 -2.15
N 3.747780 -1.013370 -9.985700 -3.63 2.21 -0.27
H 5.683170 -3.402660 -10.286960 -0.41 0.19 0.40
H 3.927800 -3.137600 -10.344610 0.69 -0.86 -0.29
H 2.890760 -1.543240 -10.055440 0.37 -0.01 -0.08
H 3.559560 -0.021140 -9.973610 0.81 -0.19 0.41
```
Positions in Å, forces in eV/Å.

Its relative energy (zero: lowest compared OMol25 entry of this formula, charge and spin) is 110.1 kcal per mole. The multiplicity is 1. The calculation puts the LUMO energy at -0.4465 eV. As for the frontier orbital gap: 2.800 eV.

Löwdin atomic charge list, values in e, 4 entries: number 1, Zn, carries 0.6240; number 2, C, carries -1.1585; number 3, O, carries -0.1077; number 4, O, carries -0.1295

Entry 3:
Computed, not measured: C45H37F6N5O6PReS4Si as an isolated structure at a distorted geometry, with ωB97M-V/def2-TZVPD.

Geometry as XYZ:
```
106
Properties=species:S:1:pos:R:3:forces:R:3
Re -1.462081 -0.884296 -0.866912 1.32 -0.69 0.54
C -0.005852 -0.481915 3.542824 -0.09 -0.05 0.06
O -0.258255 -0.955091 2.213038 -0.04 -0.03 -0.23
C -0.150106 -2.252731 1.960864 0.10 0.09 0.54
S 0.408778 -3.374044 3.017385 -0.12 0.04 -0.05
S -0.497457 -2.713105 0.305591 -0.37 0.86 -1.00
H -0.063182 0.602210 3.481208 -0.02 0.01 -0.05
H 0.978780 -0.797993 3.879496 -0.21 0.03 -0.06
H -0.764745 -0.862584 4.221136 -0.09 -0.05 -0.01
F -2.819907 -0.432777 0.753946 0.14 -0.21 0.05
P -4.150458 -1.027376 1.704615 -0.36 -0.01 0.23
F -4.434785 0.495925 2.071500 -0.05 0.16 0.04
F -3.734018 -2.509416 1.260877 0.16 0.05 -0.08
F -3.138151 -1.130795 2.940504 0.24 0.01 0.09
F -5.056928 -0.881044 0.391536 -0.01 -0.08 -0.17
F -5.373911 -1.556296 2.578262 -0.01 -0.02 -0.06
C 3.319582 -5.271012 -1.120881 0.01 0.02 0.03
C 2.468657 -4.477248 -1.876872 -0.05 0.04 -0.03
C 2.469222 -3.100514 -1.703561 -0.01 -0.03 -0.05
C 3.312289 -2.499398 -0.768383 -0.05 -0.04 -0.01
C 4.177495 -3.311420 -0.026030 -0.03 0.08 0.05
C 4.179672 -4.687513 -0.199255 0.01 -0.03 -0.01
Si 3.407022 -0.665317 -0.580785 0.00 -0.14 0.14
C 4.515951 0.062883 -1.869118 -0.04 0.10 -0.06
C 5.826072 -0.417604 -1.974608 0.01 0.02 0.05
C 6.635905 -0.040454 -3.034191 0.00 0.04 -0.02
C 6.146838 0.827097 -4.005399 -0.05 -0.04 0.03
C 4.855536 1.326873 -3.903986 0.08 0.05 -0.06
C 4.044454 0.942873 -2.844810 0.02 0.03 0.06
C 3.792471 -0.223501 1.179258 -0.05 0.11 0.01
C 4.610097 0.853427 1.536661 0.10 0.00 -0.15
C 4.808260 1.180025 2.870245 0.00 0.10 0.07
C 4.186914 0.437499 3.866929 0.00 -0.02 -0.06
C 3.376876 -0.639665 3.529140 0.18 -0.03 -0.04
C 3.185185 -0.972741 2.194794 -0.04 0.05 -0.03
H 3.309257 -6.346833 -1.245949 0.01 0.03 0.00
H 1.793035 -4.926541 -2.595733 0.04 0.01 0.05
H 1.805009 -2.491277 -2.304058 0.11 -0.12 0.06
H 4.848995 -2.865371 0.703637 -0.07 -0.06 -0.02
H 4.844558 -5.306765 0.391479 -0.03 0.03 -0.03
H 6.212997 -1.107650 -1.227321 -0.04 0.03 -0.10
H 7.642900 -0.432414 -3.113612 -0.04 0.02 0.01
H 6.767434 1.098749 -4.851214 -0.01 0.02 0.07
H 4.478428 2.007876 -4.657935 0.00 -0.05 0.02
H 3.027574 1.319797 -2.788455 0.04 -0.03 -0.04
H 5.130389 1.418678 0.762632 -0.11 -0.04 0.09
H 5.448256 2.014276 3.134906 -0.02 -0.06 -0.01
H 4.346085 0.689987 4.908516 -0.02 0.00 -0.04
H 2.903626 -1.231463 4.303472 0.10 -0.02 -0.02
H 2.561661 -1.828486 1.939300 0.07 0.11 0.09
O 0.251796 -1.273869 -3.357620 0.09 0.04 -0.28
C -0.365419 -1.157990 -2.401788 -0.51 -0.33 0.65
O 1.843429 -0.002937 -0.925140 -0.42 0.26 0.34
C 1.078954 0.890987 -0.375599 0.14 -0.30 -0.05
N 1.519200 2.085792 0.022765 0.11 -0.18 0.17
C 0.423212 2.898287 0.541575 -0.06 0.29 -0.11
C -0.712731 1.854016 0.500735 0.00 0.16 -0.15
O -1.826458 2.010583 0.897519 0.00 0.08 -0.10
N -0.235964 0.718600 -0.189754 -0.19 -0.27 -0.40
C 0.074178 4.030000 -0.456854 0.13 -0.15 0.02
C 0.988310 4.399982 -1.436633 -0.01 -0.03 -0.04
C 0.690403 5.426387 -2.325743 0.06 -0.01 0.00
C -0.525251 6.084731 -2.246638 -0.08 0.02 0.03
C -1.436436 5.726381 -1.259013 0.06 -0.05 0.00
C -1.137166 4.711029 -0.361371 0.00 -0.02 -0.02
C 0.712833 3.507646 1.908999 -0.10 -0.09 0.00
C 1.947843 4.103761 2.142008 0.05 0.02 0.00
C 2.204822 4.743082 3.345798 0.10 -0.01 -0.02
C 1.225933 4.798064 4.328424 -0.03 0.00 0.01
C -0.011274 4.215324 4.094824 0.06 0.03 0.00
C -0.272254 3.577672 2.888402 -0.05 -0.08 0.04
H 2.487972 2.245716 0.246124 0.10 -0.02 -0.02
H 1.936948 3.880892 -1.521624 -0.08 0.06 -0.03
H 1.413812 5.706905 -3.082865 -0.05 -0.04 0.04
H -0.765802 6.872932 -2.950513 0.02 -0.03 0.06
H -2.389698 6.235178 -1.185249 0.04 0.00 0.00
H -1.857913 4.441939 0.399334 0.02 -0.05 0.03
H 2.716251 4.107465 1.374826 -0.01 -0.01 0.01
H 3.171027 5.208962 3.509647 -0.09 -0.05 -0.01
H 1.423950 5.302590 5.267022 -0.01 -0.04 -0.06
H -0.785389 4.261051 4.851231 0.03 -0.01 -0.04
H -1.246141 3.138839 2.710047 0.07 0.03 0.03
N -8.275640 -4.198592 1.026628 0.12 -0.18 -0.20
C -7.214641 -4.106369 0.141252 -0.05 -0.04 0.05
C -7.389426 -3.540850 -1.127022 0.01 0.06 0.00
C -6.306279 -3.366471 -1.963858 0.06 -0.07 0.07
C -5.043206 -3.776836 -1.544899 0.02 0.17 0.13
C -4.879878 -4.445914 -0.335543 0.08 0.03 -0.12
C -5.964357 -4.627274 0.489759 -0.10 0.01 0.13
S -3.627485 -3.346629 -2.463807 0.40 0.12 -0.25
O -2.566192 -4.244944 -2.128265 0.12 -0.05 0.04
O -4.019759 -3.151459 -3.834621 -0.12 0.14 0.09
N -3.103055 -1.865829 -1.899831 -0.31 0.57 0.00
C -3.552574 -0.683804 -2.368667 -0.17 0.23 -0.37
S -4.819027 -0.188263 -3.435985 -0.09 -0.26 0.09
C -4.344905 1.470363 -3.228008 -0.11 -0.08 -0.06
C -3.271818 1.569219 -2.427961 0.21 -0.11 0.33
N -2.817072 0.354490 -1.957227 -0.20 -0.23 0.00
H -9.035431 -3.562036 0.868080 -0.06 0.08 0.01
H -8.022043 -4.286954 1.995106 0.00 0.02 0.07
H -8.375717 -3.214017 -1.436104 0.03 0.01 0.01
H -6.431680 -2.937519 -2.947718 0.01 0.12 0.00
H -3.895321 -4.798229 -0.055560 -0.07 0.05 0.05
H -5.848650 -5.126410 1.445253 0.04 0.04 -0.04
H -4.889458 2.268061 -3.709289 0.07 -0.10 0.01
H -2.765795 2.480745 -2.139266 -0.04 -0.09 0.01
```
Positions in Å, forces in eV/Å.

Its relative energy (zero: lowest compared OMol25 entry of this formula, charge and spin) is 0.0 kcal per mole. The multiplicity is 1. The calculation puts the LUMO energy (spin up / spin down) at -1.4259 / -2.0436 eV. As for the frontier orbital gap (spin up / spin down): 6.357 / 5.728 eV.

Löwdin atomic charge list, values in e, 4 entries: number 1, Re, carries 1.2938; number 2, C, carries -0.0682; number 3, O, carries -0.2529; number 4, C, carries -1.2611

Entry 4:
Computed, not measured: a 2-piece molecular cluster, C5H6Br2 overall at a distorted geometry, with ωB97M-V/def2-TZVPD.

Geometry as XYZ:
```
13
Properties=species:S:1:pos:R:3:forces:R:3
C 0.176188 1.299657 -2.186899 0.05 -0.84 2.56
C 0.187381 0.767947 -1.082233 -0.38 1.89 -2.58
C -0.040800 0.633994 1.472206 2.47 4.34 -1.24
C -0.422276 -1.275295 -0.032373 -0.95 -3.71 -1.41
C -0.076049 0.111578 0.095041 2.32 -1.26 1.06
Br -2.417165 -1.158198 -0.214317 -0.29 0.24 -0.01
Br 2.749339 -1.028637 -0.199119 -0.95 0.36 0.20
H 0.173897 1.893393 -3.056710 0.07 0.11 -0.54
H -0.631570 0.075555 2.117217 -1.11 -0.78 1.20
H 1.055790 0.659157 1.822423 -1.50 -0.46 -0.59
H -0.251421 1.783525 1.423774 -0.14 -2.09 0.42
H -0.126136 -1.798129 -1.017319 -0.20 1.05 1.94
H -0.377176 -1.964542 0.858312 0.62 1.16 -1.01
```
Positions in Å, forces in eV/Å.

Its relative energy (zero: lowest compared OMol25 entry of this formula, charge and spin) is 75.0 kcal per mole. The multiplicity is 1. The calculation puts the LUMO energy (spin up / spin down) at -2.8374 / -2.8402 eV. As for the frontier orbital gap (spin up / spin down): 5.648 / 5.640 eV.

Löwdin atomic charge list, values in e, 4 entries: number 1, C, carries 0.2428; number 2, C, carries -0.1567; number 3, C, carries -0.0462; number 4, C, carries -0.5782

Entry 5:
Computed, not measured: a 2-piece molecular cluster, C5H14S overall at a distorted geometry, with ωB97M-V/def2-TZVPD.

Geometry as XYZ:
```
20
Properties=species:S:1:pos:R:3:forces:R:3
C -2.037159 -0.337291 1.652432 -0.02 0.78 0.00
C -3.233500 -0.639847 0.756165 -0.01 -0.20 -0.10
C -2.775004 -0.866723 -0.670982 0.77 -0.25 -0.27
H -1.529586 0.581594 1.340880 -0.14 0.02 -0.14
H -2.335836 -0.158885 2.684358 0.02 -0.25 0.11
H -1.258053 -1.096058 1.604731 -0.18 -0.32 0.11
H -3.764158 -1.515442 1.133214 0.01 -0.12 -0.02
H -3.969003 0.166742 0.759998 0.11 0.16 0.21
H -3.546282 -1.111598 -1.398376 -0.23 0.14 0.13
H -2.046078 -1.685265 -0.710821 -0.12 -0.06 0.07
H -2.214420 0.004478 -1.021821 -0.20 0.09 -0.09
C 4.238278 0.693343 -0.592085 -0.92 -0.10 -0.56
C 2.783960 1.215099 -0.782313 1.57 -0.05 -0.09
S 1.620188 0.133705 0.055295 -0.52 -0.04 0.60
H 4.380276 -0.090947 -1.334062 0.26 -0.13 0.07
H 4.972510 1.476223 -0.765374 0.06 0.07 0.07
H 4.350255 0.245355 0.386090 0.20 0.09 0.25
H 2.638312 1.334708 -1.849804 -0.54 -0.07 -0.06
H 2.717398 2.201811 -0.335721 -0.34 0.07 0.14
H 1.007907 -0.551010 -0.911797 0.20 0.15 -0.42
```
Positions in Å, forces in eV/Å.

Its relative energy (zero: lowest compared OMol25 entry of this formula, charge and spin) is 6.6 kcal per mole. The multiplicity is 1. The calculation puts the LUMO energy at 1.0061 eV. As for the structure (SMILES): CCC.CCS. As for the frontier orbital gap: 10.026 eV.

Löwdin atomic charge list, values in e, 4 entries: number 1, C, carries -0.1348; number 2, C, carries -0.3247; number 3, C, carries -0.1383; number 4, H, carries 0.0592